1.
Computed, not measured: a single C7H10O molecule at a distorted geometry, with ωB97M-V with the def2-TZVPD basis set.

multiplicity	3
energy relative to the best compared isomer or geometry (same formula, charge and spin)	126.2	kcal per mole
calculated total energy	-9458.5099	eV
HOMO level (spin up / spin down)	-4.17 / -9.93	eV
gap between HOMO and LUMO (spin up / spin down)	5.22 / 7.25	eV

Geometry as XYZ:
```
18
Properties=species:S:1:pos:R:3:forces:R:3:lowdin_charge:R:1
C -2.630146 -1.739402 -0.356988 -7.8835 -9.6521 0.2628 0.076
C -1.877036 -0.806784 -0.448050 8.0486 9.0238 -0.6403 -0.115
C 1.631391 -0.167008 -0.595240 -2.6570 1.0942 1.2897 -0.249
C 0.485967 0.267899 0.255141 -0.2152 1.2594 -4.8702 -0.188
C 2.496550 -1.218841 0.018221 1.7962 1.4603 0.6325 -0.053
C -1.726574 1.654156 -0.249366 0.5477 0.0909 -1.8964 -0.070
C -1.062289 0.362013 -0.708049 -1.4908 -2.3497 1.5974 -0.271
O 1.444788 1.273383 -0.086609 0.2127 -2.4963 0.5915 -0.023
H -3.251971 -2.688873 -0.287558 1.4216 2.0856 0.1107 0.055
H 1.370889 -0.151636 -1.648479 0.4614 -0.3075 -0.0476 0.127
H 0.240968 -0.014284 1.225267 0.0336 -0.3157 1.8194 0.111
H 2.338707 -1.108531 1.130245 1.0505 -0.1207 -1.0399 0.101
H 3.567447 -1.183867 -0.377149 -1.2234 -0.0097 1.0495 0.101
H 2.118064 -2.191531 -0.203490 -0.5206 -0.6249 -0.5009 0.067
H -1.547802 1.750711 0.780210 -0.5616 0.2943 1.5227 0.064
H -1.147639 2.414701 -0.716717 0.7335 0.9645 -0.1869 0.064
H -2.727551 1.876962 -0.640460 -0.0219 -0.6866 0.6301 0.091
H -0.679989 0.312952 -1.719707 0.2681 0.2903 -0.3241 0.114
```
Positions in Å, forces in eV/Å.

2.
Computed, not measured: a molecular structure, C50H115N7O9 at a distorted geometry, with ωB97M-V with the def2-TZVPD basis set.

energy relative to the best compared isomer or geometry (same formula, charge and spin)	382.5	kcal per mole
calculated total energy	-82551.5415	eV
HOMO level	-7.22	eV
gap between HOMO and LUMO	7.72	eV

Geometry as XYZ:
```
181
Properties=species:S:1:pos:R:3:forces:R:3:lowdin_charge:R:1
C 7.891244 4.144592 10.088885 -0.6795 -0.0083 1.9181 -0.014
C 8.715305 4.058366 8.833604 -5.4948 -0.2522 -4.2553 -0.429
C 9.623373 2.845258 8.782150 -4.3484 -4.5885 -2.5556 -0.228
O 10.651056 2.895306 7.815368 -8.0887 -6.3290 3.0268 -0.281
C 11.098115 1.680751 7.270862 -1.4492 -2.0145 0.0795 -0.073
N 7.812247 4.124557 7.652365 -0.9089 -1.2205 -0.0819 0.058
H 7.185567 3.339149 10.322964 0.5947 -0.6674 -0.6051 0.100
H 7.177686 4.965283 10.225725 0.4219 0.5862 -0.9676 0.095
H 8.502366 4.252399 10.989979 0.1870 -0.2265 -0.2840 0.063
H 9.262772 4.998094 8.692718 -4.8863 -1.3326 -5.4834 0.085
H 8.954562 2.072947 8.367355 -0.5703 -0.2223 0.0671 0.143
H 9.911999 2.428588 9.751925 -0.3347 -0.5091 -0.1775 0.121
H 11.542719 0.972921 7.986226 -0.5512 0.4977 0.1943 0.069
H 11.949686 1.901828 6.630703 -1.1244 -0.0053 -0.9367 0.107
H 10.244483 1.139979 6.853646 0.1702 0.1910 -0.6843 0.104
H 7.062119 4.757984 7.896258 -0.1014 0.0026 -0.2513 0.062
H 8.311944 4.528892 6.871121 -0.0048 -0.0194 -0.0207 0.068
C 11.026851 -1.463017 11.357998 -0.5808 -0.0637 -1.8319 -0.044
C 11.159545 0.042098 11.116587 0.4328 -0.6839 1.8029 -0.407
C 10.458722 0.768452 12.283630 0.0271 0.8354 -0.9463 -0.175
O 10.594228 2.158950 11.977075 -0.7895 -0.1329 -0.4777 -0.257
C 9.872634 3.053503 12.813677 2.3057 -0.1745 0.8083 -0.089
N 12.587788 0.418695 11.068686 -1.2951 0.9105 0.3941 0.091
H 10.818787 -1.744170 12.388035 -0.1041 0.0646 -0.0177 0.079
H 11.861960 -2.041515 10.958962 0.3358 0.3027 0.2803 0.064
H 10.241634 -1.764438 10.656159 -0.4128 -0.4751 0.6565 0.081
H 10.647507 0.429134 10.231959 0.1889 -0.4647 -0.2546 0.121
H 10.936878 0.586918 13.252043 -0.0970 -0.3457 0.0514 0.134
H 9.398093 0.497117 12.277484 -0.0553 -0.0909 0.3270 0.132
H 10.119549 4.056576 12.470032 -0.8125 0.0084 -0.5453 0.071
H 10.450093 3.072384 13.749852 -0.7234 -0.3151 0.5340 0.095
H 8.829631 2.783541 12.958900 -0.0951 0.2073 -0.1460 0.095
H 12.962408 0.100529 11.959930 0.2191 -0.2547 -0.1514 0.055
H 12.418373 1.405639 11.274523 1.1809 0.2550 -0.4158 0.035
C 13.608663 -6.979857 6.620119 0.1446 -0.9739 -0.5530 -0.063
C 13.592105 -5.743039 7.516780 -0.5157 -0.8402 -1.3886 -0.408
C 14.713366 -5.733227 8.534232 0.3924 -1.4002 0.4595 -0.186
O 14.746554 -7.066430 9.067153 0.0938 0.4598 0.5433 -0.207
C 15.479501 -7.188350 10.280803 -0.9890 0.5354 0.0285 -0.096
N 13.780488 -4.573076 6.640381 0.9171 -0.2347 -0.2690 0.049
H 13.338874 -7.950013 7.041654 0.1821 0.2685 0.6270 0.082
H 14.584623 -7.127183 6.145291 0.0643 0.1207 0.0600 0.090
H 12.880981 -6.881947 5.811243 0.0250 0.3912 -0.0269 0.059
H 12.579748 -5.766341 7.931470 0.2950 0.5681 0.6551 0.146
H 14.575905 -4.920856 9.258540 -0.2044 -0.3233 0.3624 0.123
H 15.744798 -5.644350 8.166137 -0.3188 0.7404 -0.8859 0.136
H 15.218247 -8.176387 10.650777 0.2376 0.0605 0.2668 0.089
H 15.101994 -6.397243 10.932719 -0.0125 -0.2269 0.5341 0.080
H 16.564735 -7.044549 10.259343 0.0499 -0.1756 -0.6837 0.086
H 13.214244 -4.647705 5.798489 -0.6105 0.0044 0.3665 0.052
H 14.668046 -4.868040 6.222399 0.3311 0.9578 0.0390 0.088
C 12.875464 -1.332917 8.205179 -0.2416 0.6007 -0.1484 -0.251
C 14.263165 -1.046344 8.688830 1.7356 -0.5714 1.1420 -0.239
O 15.295007 -1.582664 7.862605 0.2875 0.2070 -0.5066 -0.079
O 12.404601 -2.637989 8.499626 0.1008 -0.1009 0.3024 -0.087
H 12.788173 -1.147587 7.128628 0.2594 0.0395 -0.1212 0.119
H 12.233424 -0.587628 8.680036 -0.1935 -0.5112 0.2422 0.075
H 14.459185 -1.413972 9.707068 -0.7606 -0.5614 0.0330 0.102
H 14.568373 -0.019936 8.910628 -0.7163 0.4062 -0.9598 0.109
H 15.257164 -2.542840 7.833421 -0.3181 -0.0542 0.0716 0.054
H 12.792189 -3.278335 7.878478 0.2157 0.3355 -0.0627 0.031
C 15.938382 1.667760 0.515142 -0.3630 -0.2793 -0.6010 -0.040
C 16.347819 0.754029 1.666918 -0.0630 -0.4145 -0.0668 -0.532
C 16.527179 1.549429 2.949215 1.0015 1.8328 -0.0422 -0.155
C 16.548511 0.852089 4.294657 -1.8443 -0.2630 -0.0461 -0.156
C 15.356386 -0.136990 4.348309 1.4319 -1.0199 0.2966 -0.118
C 15.182851 -1.044124 3.102775 -1.4970 -0.5365 0.5339 -0.490
N 15.251478 -0.174999 1.934719 -0.9189 0.4851 -0.1451 -0.101
O 14.841410 -0.829814 0.751116 0.4618 -0.4775 -0.2510 -0.021
C 16.106220 -2.252896 3.063574 1.6318 0.4645 -0.3339 -0.027
C 13.751817 -1.647793 3.183180 -1.0796 0.1614 -0.2671 -0.040
C 17.709795 0.158689 1.293034 0.3892 -0.2598 0.7934 -0.036
H 14.857670 1.812453 0.482890 0.0373 0.2059 0.1788 0.085
H 16.209179 1.169191 -0.417290 -0.1156 0.0396 -0.0665 0.080
H 16.443641 2.633676 0.495388 0.0678 -0.0204 0.3779 0.087
H 17.448058 2.133700 2.822261 0.1587 -0.1722 -0.0038 0.120
H 15.796458 2.364625 2.956327 -0.4543 -0.3678 0.1568 0.124
H 16.256724 1.569409 5.064634 0.5224 0.2663 -0.0097 0.108
H 17.473512 0.394181 4.641753 0.1527 -0.0839 -0.5170 0.111
H 14.433095 0.385466 4.592188 -0.0586 0.0592 -0.2988 0.110
H 15.604697 -0.787881 5.191951 -0.5459 -0.1305 0.0949 0.105
H 15.913719 -2.928279 2.229828 -0.3277 0.1164 -0.0224 0.088
H 17.112488 -1.860519 2.885735 0.1190 -0.3389 0.1308 0.065
H 16.162065 -2.836553 3.982473 -0.3488 0.1449 0.1199 0.079
H 12.975805 -0.931320 3.472201 0.2913 0.2532 0.1215 0.068
H 13.356611 -2.063260 2.251906 0.5576 0.0965 -0.2824 0.077
H 13.620531 -2.500024 3.854888 0.6064 0.1952 0.4013 0.069
H 18.340068 0.979541 0.947261 0.1290 -0.0188 0.1399 0.085
H 17.782680 -0.626749 0.541309 -0.5968 -0.0186 -0.0320 0.088
H 18.104961 -0.229591 2.235676 0.5429 -0.0555 -0.2811 0.067
H 13.911954 -0.599330 0.654409 0.0541 0.1173 0.0185 0.100
C 15.157591 -1.301852 15.003298 -0.8992 -1.0291 1.1321 -0.042
C 16.638418 -1.507207 14.649015 0.8414 1.7716 0.3816 -0.460
C 16.769842 -2.738556 13.740942 -0.5988 -0.9225 -0.9028 -0.120
C 16.433290 -2.475996 12.237804 0.6008 0.4670 0.5901 -0.163
C 17.142339 -1.213103 11.763364 -0.7976 -1.3586 -0.5659 -0.154
C 16.877820 -0.008769 12.618887 0.6784 2.1700 0.1336 -0.507
N 17.210906 -0.266994 14.020721 1.1066 -2.6106 -1.5722 -0.137
O 17.224091 0.831535 14.867519 -0.7192 0.4156 0.0682 -0.005
C 17.831153 1.063442 12.057457 -0.2803 1.4288 0.6762 -0.043
C 15.475250 0.603416 12.484148 -0.4770 0.1821 -0.3722 -0.034
C 17.516670 -1.650633 15.911162 0.1120 -0.5630 1.2365 -0.044
H 14.435106 -1.620296 14.248558 0.3596 0.3407 -0.5003 0.069
H 14.857422 -0.331835 15.399594 0.4761 0.2758 -0.3446 0.086
H 14.863716 -1.983557 15.813111 0.3971 -0.0968 0.1469 0.084
H 17.673786 -3.338502 13.876692 0.6682 0.8916 -0.2524 0.114
H 16.074215 -3.518132 14.073871 -0.4513 0.4154 0.3030 0.114
H 15.356204 -2.389766 12.080152 -0.0434 -0.0811 0.1012 0.097
H 16.828479 -3.243313 11.576520 -0.3052 -0.5916 0.2566 0.103
H 16.834494 -1.002776 10.733552 -0.2985 0.2269 0.0907 0.117
H 18.183219 -1.511316 11.611521 0.3191 0.6628 0.6808 0.129
H 18.884754 0.961082 12.317545 -0.0367 -0.4601 -0.0092 0.087
H 17.733383 1.227311 10.983508 -0.0473 -0.4892 -0.0758 0.086
H 17.509506 2.021419 12.481774 0.2315 0.0562 0.0834 0.075
H 14.671247 -0.085040 12.730097 0.1212 -0.2252 -0.2748 0.042
H 15.293805 1.468545 13.127900 0.5812 -0.1540 0.4159 0.088
H 15.325004 1.044572 11.494935 -0.1088 -0.4968 -0.2280 0.071
H 18.564724 -1.333014 15.928567 -0.0262 0.1393 -1.3039 0.081
H 17.624720 -2.695592 16.215639 -0.5783 -0.0277 0.1935 0.079
H 17.172925 -1.044606 16.753275 -0.6640 -0.3485 -0.0210 0.079
H 18.151184 0.933495 15.107819 -0.0188 0.0100 -0.0530 0.109
C 13.289922 4.003175 11.510037 0.9823 -0.7223 0.1542 -0.011
C 13.859347 4.508405 10.187212 0.3221 0.2146 -1.3787 -0.477
C 14.113013 3.383801 9.166664 0.3398 -0.3242 -0.6288 -0.118
C 12.918983 2.841514 8.412291 -0.0904 1.6137 1.5044 -0.170
C 12.168396 4.041890 7.800292 6.2614 3.4838 -2.0128 -0.159
C 11.817428 5.173949 8.802713 -0.6987 -1.3350 -0.8462 -0.419
N 13.045461 5.511467 9.478342 1.3048 0.0945 -0.2508 -0.101
O 12.960094 6.729154 10.216087 -0.2457 -0.3585 0.3173 -0.021
C 11.368411 6.398423 8.004678 -0.8752 -0.1243 0.0879 -0.011
C 10.660003 4.644782 9.671588 5.0016 3.1309 4.1513 -0.057
C 15.265199 5.134380 10.417629 -0.1441 -0.8222 1.1189 -0.036
H 12.662150 3.128446 11.382419 -0.7259 0.6088 -0.1894 0.041
H 12.850896 4.783481 12.128072 -0.1779 -0.0368 -0.1092 0.090
H 14.120100 3.546650 12.061161 0.1512 0.3496 0.2143 0.075
H 14.747332 3.844925 8.403750 0.3189 -0.2244 0.1353 0.119
H 14.642316 2.561492 9.656423 0.2278 0.0940 0.0780 0.106
H 12.276170 2.326451 9.136688 0.2637 0.0559 0.0926 0.101
H 13.106959 2.118528 7.618112 1.3875 0.4121 0.8094 0.093
H 11.343771 3.701076 7.172314 2.8431 4.0161 -1.6126 0.050
H 12.907152 4.443549 7.094801 0.8167 0.8029 0.2486 0.121
H 12.158652 6.813964 7.382272 0.0830 0.1827 0.2656 0.091
H 10.543134 6.149736 7.330029 0.0882 -0.4517 -0.2207 0.082
H 10.884314 7.114562 8.670185 0.5907 0.4045 0.0714 0.086
H 10.511142 3.565478 9.652519 2.7044 3.0329 2.0659 0.031
H 10.738344 5.028882 10.689791 0.7045 -0.1426 0.3664 0.104
H 9.680189 5.013784 9.348984 6.5408 1.5678 6.3377 -0.025
H 15.908201 4.370527 10.870636 -0.3657 -0.0244 0.6092 0.075
H 15.092536 5.937118 11.134163 0.6944 0.2153 -0.0650 0.080
H 15.932103 5.369740 9.586872 -0.9507 0.6712 -0.5583 0.085
H 13.761519 7.169182 9.914762 -0.1855 0.2661 0.0253 0.095
C 9.561418 -2.449385 6.879402 1.2615 0.2378 0.7977 -0.025
C 9.706777 -2.592803 5.356496 -0.0254 0.7307 1.4421 -0.497
C 10.833577 -3.570608 5.101651 -0.0765 -0.0725 -0.5229 -0.155
C 10.455385 -5.030940 5.332614 -0.6795 0.0869 -1.2619 -0.155
C 9.241017 -5.326073 4.411794 0.3648 0.5099 0.2102 -0.128
C 8.007039 -4.432374 4.788986 1.3250 0.4729 -0.6487 -0.483
N 8.488690 -3.040977 4.684930 1.1463 -0.2255 -1.5296 -0.118
O 7.501047 -2.061450 4.832479 -0.8558 0.0744 0.8847 -0.006
C 6.986274 -4.650680 3.644323 -0.3725 -0.2523 0.4972 -0.031
C 7.488466 -4.853997 6.157163 -0.1896 -0.9665 0.4951 -0.029
C 10.152194 -1.215121 4.811723 -0.6715 0.7675 -0.9351 -0.036
H 9.707038 -3.361930 7.463150 -0.7258 -0.3091 -0.3223 0.071
H 8.712012 -1.873458 7.240786 -0.1507 -0.1002 -0.2098 0.091
H 10.486226 -1.968280 7.221092 -0.3085 0.5540 -0.0974 0.056
H 11.087056 -3.406035 4.048028 0.1671 -0.4614 -0.0912 0.123
H 11.719860 -3.271132 5.662178 -0.1746 0.1372 0.2285 0.092
H 10.158121 -5.277341 6.350587 0.4200 0.1172 0.1764 0.103
H 11.312219 -5.622568 5.010914 -0.1070 -0.3747 0.2219 0.086
H 8.965728 -6.381719 4.363379 -0.1740 -0.0113 0.5568 0.113
H 9.528173 -5.119951 3.377068 -0.0174 0.3665 0.0040 0.119
H 5.966938 -4.479766 3.994609 -0.0610 -0.1983 -0.0443 0.080
H 7.117879 -4.041578 2.748791 0.4631 0.3356 0.2918 0.085
H 7.100995 -5.671045 3.275677 -0.3866 -0.1365 0.2163 0.078
H 7.395595 -5.943856 6.089615 -0.8119 0.0305 0.0346 0.090
H 8.143073 -4.782662 7.027103 0.5211 0.5457 -0.4834 0.062
H 6.576539 -4.367292 6.502761 -0.2349 -0.1279 -0.4833 0.087
H 10.099805 -1.194734 3.718543 -0.0791 -0.2757 -0.0513 0.088
H 11.149686 -0.824725 5.029273 0.2393 -0.8759 0.5009 0.065
H 9.518361 -0.380306 5.118313 -0.3821 -0.3321 0.1934 0.070
H 6.995567 -2.041345 4.011949 0.3179 -0.0647 -0.1410 0.099
```
Positions in Å, forces in eV/Å.

- Which of these has the highest calculated total energy?
  C7H10O

- Which of these has the lowest energy relative to the best compared isomer or geometry (same formula, charge and spin)?
  C7H10O

- Which value of energy relative to the best compared isomer or geometry (same formula, charge and spin) does entry 2 give?
  382.5 kcal per mole

- energy relative to the best compared isomer or geometry (same formula, charge and spin) of number 1 (C7H10O)?
  126.2 kcal per mole